Record 1
Computed, not measured: the ion C7H13N4 with charge +1 in a non-equilibrium geometry, with the ωB97M-V functional and the def2-TZVPD basis.

```
24
Properties=species:S:1:pos:R:3:nbo_charge:R:1
N -4.787 -0.721 0.931 -0.1645
C -3.876 -0.315 0.362 0.1999
C -2.686 0.277 -0.365 0.4002
N -2.729 1.461 -0.997 -0.7573
N -1.561 -0.409 0.010 -0.3520
N -0.253 -0.021 -0.309 -0.2129
C 0.454 -1.256 -0.575 -0.2351
C 1.994 -1.151 -0.737 -0.4150
C 2.407 -0.480 0.635 -0.3993
C 1.800 0.874 0.917 -0.4689
C 0.311 0.748 0.903 -0.2453
H -3.608 1.831 -1.378 0.4447
H -1.920 1.807 -1.481 0.4023
H -0.203 0.561 -1.107 0.3991
H 0.008 -1.698 -1.536 0.2363
H 0.264 -1.952 0.165 0.2395
H 2.338 -0.477 -1.664 0.2204
H 2.428 -2.187 -0.680 0.2600
H 1.980 -1.210 1.349 0.1995
H 3.466 -0.454 0.627 0.2368
H 2.233 1.168 1.895 0.2722
H 2.326 1.662 0.204 0.2319
H -0.171 0.203 1.842 0.2653
H -0.216 1.738 0.991 0.2423
```

Calculated values
Total charge: +1
E_tot: -493.20331 hartree
ΔE to the lowest compared entry with this formula, charge and spin: 380.9 kJ/mol
Highest occupied orbital energy: -14.47 eV
LUMO energy: -3.84 eV
SMILES: N#C/C(N)=N/[NH+]1CCCCC1
Frontier orbital gap: 10.6 eV

***

Record 2
Computed, not measured: a structure of composition C9H16N3O2S in a non-equilibrium geometry, with the ωB97M-V functional and the def2-TZVPD basis.

```
31
Properties=species:S:1:pos:R:3:nbo_charge:R:1
C -1.061 -1.323 0.456 0.6579
C -3.973 0.244 -0.466 0.5607
C -1.616 -0.509 -0.665 -0.2349
C 1.243 -0.358 0.964 -0.0728
C 1.669 -0.057 -0.527 -0.1032
C -0.844 0.663 -0.159 0.1358
C 1.843 0.569 1.940 -0.6283
C 1.575 -1.390 -1.313 -0.6674
C 3.116 0.442 -0.601 -0.6495
N -0.206 -0.440 0.956 -0.4051
N -3.077 -0.596 -0.845 -0.5187
N -1.587 1.745 0.535 -0.8061
O -1.248 -2.455 0.683 -0.5164
O -3.873 1.439 -0.002 -0.6032
S 0.509 1.247 -1.176 0.2671
H -4.944 -0.146 -0.665 0.1894
H -1.363 -0.870 -1.685 0.2735
H 1.581 -1.313 1.233 0.2408
H 1.722 1.708 1.803 0.2163
H 2.962 0.397 1.879 0.2473
H 1.269 0.318 2.744 0.2311
H 1.119 -2.219 -0.599 0.2301
H 2.636 -1.681 -1.729 0.2522
H 0.868 -1.293 -2.243 0.2271
H 3.500 0.586 -1.638 0.2476
H 3.750 -0.438 -0.238 0.2328
H 3.251 1.320 0.070 0.2320
H -3.230 -1.578 -0.959 0.4474
H -1.141 2.658 0.456 0.4337
H -1.640 1.586 1.531 0.4260
H -2.807 1.741 0.261 0.4569
```

Calculated values
Total charge: +1
E_tot: -1065.15607 hartree
ΔE to the lowest compared entry with this formula, charge and spin: 8.0 kJ/mol
Highest occupied orbital energy: -13.08 eV
LUMO energy: -3.06 eV
Frontier orbital gap: 10.0 eV

***

Record 3
Computed, not measured: the ion C27H36N3O3 with charge +1, with the ωB97M-V functional and the def2-TZVPD basis.

```
69
Properties=species:S:1:pos:R:3:nbo_charge:R:1
O -0.006 -2.252 0.549 -0.5606
N -0.970 -1.322 0.193 -0.0839
C -0.643 -0.091 0.197 0.1491
C -1.583 0.964 -0.186 0.0421
C -2.904 0.856 -0.567 -0.3127
C -3.598 2.031 -0.870 0.3291
O -4.892 2.082 -1.254 -0.4855
C -5.624 0.891 -1.482 -0.0743
C -6.059 0.170 -0.192 -0.2494
N -5.196 -0.955 0.115 -0.4655
C -5.070 -1.231 1.535 -0.2127
C -3.950 -2.243 1.763 -0.4157
C -4.251 -3.533 1.008 -0.3959
C -4.463 -3.205 -0.465 -0.4064
C -5.566 -2.160 -0.607 -0.2171
C -2.948 3.270 -0.788 -0.2419
C -1.623 3.368 -0.408 -0.1623
C -0.930 2.208 -0.104 -0.1370
C 0.434 1.980 0.339 0.0721
C 1.479 2.848 0.586 -0.1983
C 2.697 2.344 1.030 -0.3157
C 2.856 0.983 1.235 0.3201
O 4.031 0.374 1.697 -0.5383
C 5.230 1.103 1.716 -0.0848
C 5.786 1.167 0.279 -0.2490
N 5.589 -0.175 -0.315 -0.3821
C 5.195 -0.164 -1.742 -0.2168
C 4.786 -1.566 -2.177 -0.4216
C 5.931 -2.549 -1.953 -0.4038
C 6.366 -2.505 -0.492 -0.4210
C 6.739 -1.082 -0.096 -0.2187
C 1.815 0.088 0.978 -0.2614
C 0.615 0.592 0.532 -0.0781
H -0.480 -3.097 0.531 0.4901
H -3.394 -0.104 -0.579 0.2758
H -5.050 0.212 -2.121 0.1813
H -6.504 1.234 -2.031 0.2035
H -7.110 -0.142 -0.291 0.1859
H -6.005 0.894 0.625 0.2180
H -4.826 -0.297 2.047 0.2028
H -6.013 -1.621 1.957 0.1655
H -3.016 -1.814 1.395 0.2139
H -3.850 -2.437 2.832 0.2097
H -3.434 -4.247 1.128 0.2004
H -5.157 -3.991 1.413 0.1994
H -4.735 -4.101 -1.025 0.2113
H -3.539 -2.800 -0.883 0.2029
H -5.708 -1.910 -1.661 0.1988
H -6.518 -2.574 -0.227 0.1662
H -3.518 4.153 -1.029 0.2308
H -1.147 4.334 -0.348 0.2151
H 1.363 3.911 0.446 0.2248
H 3.497 3.040 1.231 0.2158
H 5.114 2.106 2.134 0.2159
H 5.900 0.538 2.371 0.2088
H 6.838 1.450 0.263 0.2365
H 5.211 1.894 -0.299 0.2362
H 4.781 -0.554 0.230 0.4640
H 4.361 0.528 -1.872 0.2377
H 6.045 0.191 -2.330 0.2195
H 4.510 -1.540 -3.231 0.2476
H 3.906 -1.882 -1.613 0.2157
H 5.612 -3.556 -2.216 0.2383
H 6.773 -2.290 -2.597 0.2095
H 7.228 -3.153 -0.333 0.2467
H 5.558 -2.865 0.149 0.2138
H 7.025 -1.041 0.956 0.2298
H 7.574 -0.724 -0.704 0.2209
H 1.957 -0.966 1.156 0.2455
```

Calculated values
Total charge: +1
E_tot: -1440.16806 hartree
ΔE to the lowest compared entry with this formula, charge and spin: 19.1 kJ/mol
Highest occupied orbital energy: -9.74 eV
LUMO energy: -2.33 eV
SMILES: O/N=C1/c2cc(OCCN3CCCCC3)ccc2-c2ccc(OCC[NH+]3CCCCC3)cc21
Frontier orbital gap: 7.4 eV

***

Record 4
Computed, not measured: a cluster of 2 separate species, FH3P2S2 in total in a non-equilibrium geometry, with the ωB97M-V functional and the def2-TZVPD basis.

```
8
Properties=species:S:1:pos:R:3:nbo_charge:R:1
F 0.844 0.396 -1.565 -0.5883
P 0.028 -2.000 -0.080 0.0968
P 0.687 0.089 0.043 0.9466
S 2.420 0.394 0.874 -0.3530
S -1.756 2.112 0.162 -0.2410
H -1.321 -1.644 0.005 0.0145
H 0.176 -2.148 1.306 0.0145
H -1.079 2.801 -0.745 0.1099
```

Calculated values
Total charge: 0
E_tot: -1580.70188 hartree
ΔE to the lowest compared entry with this formula, charge and spin: 219.6 kJ/mol
Highest occupied orbital energy (alpha / beta): -9.77 / -8.98 eV
LUMO energy (alpha / beta): -2.53 / -2.41 eV
Frontier orbital gap (alpha / beta): 7.2 / 6.6 eV

***

Record 5
Computed, not measured: a structure of composition C4H9NO2 in a non-equilibrium geometry, with the ωB97M-V functional and the def2-TZVPD basis.

```
16
Properties=species:S:1:pos:R:3:nbo_charge:R:1
C -2.077 0.416 0.106 -0.2559
O -0.969 0.985 0.762 -0.5240
C 0.043 0.064 1.035 -0.0594
C 0.751 -0.457 -0.267 -0.2437
N 1.701 -1.416 0.185 0.1757
O 1.104 -2.489 0.185 -0.3094
C 1.390 0.740 -1.012 -0.6400
H -2.845 1.190 0.041 0.1966
H -1.803 0.080 -0.902 0.1760
H -2.471 -0.443 0.670 0.1682
H -0.342 -0.801 1.598 0.1698
H 0.754 0.607 1.667 0.1906
H 0.106 -1.653 -0.479 0.2787
H 2.161 1.252 -0.405 0.2222
H 0.633 1.497 -1.239 0.2340
H 1.864 0.429 -1.945 0.2204
```

Calculated values
Total charge: 0
E_tot: -362.85796 hartree
ΔE to the lowest compared entry with this formula, charge and spin: 597.5 kJ/mol
Highest occupied orbital energy: -9.67 eV
LUMO energy: -0.46 eV
Frontier orbital gap: 9.2 eV

***

Record 6
Computed, not measured: a cluster of 6 separate species, C7H24O6 in total, with the ωB97M-V functional and the def2-TZVPD basis.

```
37
Properties=species:S:1:pos:R:3:nbo_charge:R:1
C 2.824 -2.082 0.801 -0.6458
C 1.612 -1.362 0.287 -0.2480
C 0.337 -1.559 0.648 0.0476
C -0.116 -2.553 1.679 -0.6635
C -0.775 -0.831 -0.075 -0.4421
C -1.661 0.062 0.802 -0.4238
C -2.803 0.675 0.007 -0.0604
O -3.856 -0.263 -0.243 -0.7228
H 3.552 -1.384 1.218 0.2155
H 2.596 -2.809 1.567 0.2104
H 3.333 -2.602 -0.008 0.2230
H 1.783 -0.668 -0.527 0.2065
H 0.695 -2.975 2.261 0.2146
H -0.824 -2.137 2.388 0.2176
H -0.630 -3.385 1.184 0.2269
H -1.395 -1.572 -0.587 0.2015
H -0.346 -0.226 -0.880 0.2206
H -2.093 -0.518 1.623 0.2028
H -1.062 0.856 1.246 0.2035
H -3.290 1.442 0.581 0.1809
H -2.442 1.097 -0.924 0.1743
H -3.512 -1.002 -0.748 0.4618
O 1.454 1.089 2.468 -0.9633
H 0.873 0.618 3.101 0.4871
H 1.626 0.435 1.764 0.5002
O 0.300 3.273 1.209 -0.9905
H 0.861 4.028 1.421 0.4813
H 0.711 2.495 1.662 0.5112
O -0.207 -1.218 -3.862 -0.9626
H 0.400 -1.708 -3.292 0.4584
H 0.083 -0.301 -3.769 0.4977
O 0.923 1.454 -3.334 -0.9955
H 1.751 1.931 -3.491 0.4712
H 0.482 1.991 -2.650 0.5067
O -0.298 2.971 -1.431 -0.9997
H -0.076 2.968 -0.481 0.5137
H -0.810 3.768 -1.619 0.4830
```

Calculated values
Total charge: 0
E_tot: -732.54907 hartree
ΔE to the lowest compared entry with this formula, charge and spin: 0.0 kJ/mol
Highest occupied orbital energy: -9.45 eV
LUMO energy: 0.38 eV
SMILES: C/C=C(\C)CCCO.O.O.O.O.O
Frontier orbital gap: 9.8 eV

***

Among the records above, which one has the lowest E_tot?
FH3P2S2

***

Which value of ΔE to the lowest compared entry with this formula, charge and spin does entry 1 give?
380.9 kJ/mol

***

Number 5 is which compound?
C4H9NO2